1.
Computed, not measured: one molecule with the formula C21H21N3OS, with wB97M-V/def2-TZVPD.

Output
HOMO level   -7.9 eV
Relative energy (zero: lowest compared OMol25 entry of this formula, charge and spin)   0.0 kcal/mol
E   -1450.5363 Eh
Structure (SMILES)   COc1ccccc1NC(=S)N(Cc1ccccc1)Cc1ccccn1
HOMO-LUMO gap   8.6 eV

The geometry in ORCA input format:
```
! RIJCOSX wB97M-V def2-TZVPD def2/J DEFGRID3
* xyz 0 1
C 0.03 -2.03 0.05
C 1.16 -1.09 -0.32
H 2.10 -1.65 -0.37
C 5.32 -0.52 -1.00
H 6.64 0.89 -1.93
N 1.37 -0.02 0.64
C -2.97 1.18 -0.29
C 0.53 1.04 0.72
C -3.98 3.36 -0.40
O -2.96 -0.19 -0.33
H 3.71 2.38 0.83
H -0.29 -2.65 -1.97
C -0.38 -2.18 1.37
C 2.62 -0.06 1.38
C 5.82 0.75 -1.24
H -5.06 1.53 -0.61
C -4.09 1.97 -0.45
C 3.78 0.27 0.48
H -2.83 -4.46 0.94
H -2.11 -4.21 -1.40
H -0.65 3.63 0.09
N 4.32 -0.76 -0.16
C -2.03 -3.78 0.69
H 2.75 -1.07 1.79
C 4.20 1.58 0.29
H -4.63 -0.61 -1.49
H -3.93 -1.93 -0.51
H -2.66 5.02 -0.18
C -1.61 3.17 -0.05
H -4.86 3.96 -0.52
H 5.73 -1.39 -1.49
H 5.60 2.83 -0.75
C -1.71 1.78 -0.08
N -0.63 0.91 0.03
C -4.18 -0.87 -0.53
S 0.91 2.37 1.63
H -0.90 -0.04 -0.21
C -2.75 3.95 -0.21
H -1.72 -3.15 2.72
H 0.10 -1.61 2.15
C -1.41 -3.05 1.69
H 2.55 0.67 2.19
H -4.89 -0.65 0.28
C 5.24 1.82 -0.58
C -1.63 -3.64 -0.62
C -0.60 -2.77 -0.94
H 0.98 -0.67 -1.31
*
```



2.
Computed, not measured: C21H21N3S6Tc as an isolated structure, with wB97M-V/def2-TZVPD.

Output
HOMO level (alpha / beta)   -9.5 / -9.5 eV
E   -3446.4741 Eh
HOMO-LUMO gap (alpha / beta)   5.2 / 5.2 eV

The geometry in ORCA input format:
```
! RIJCOSX wB97M-V def2-TZVPD def2/J DEFGRID3
* xyz 1 1
H -7.43 0.00 0.00
C 0.00 -2.98 0.72
H 0.00 -4.57 -3.66
C 0.30 4.91 -1.09
H 0.00 -4.38 2.36
C -5.65 0.85 0.86
C 0.00 -3.72 -2.98
C 0.00 -5.22 -0.95
C -3.56 0.00 0.00
S 0.27 6.62 -0.73
H -6.19 -1.51 -1.54
C 0.00 -1.30 -2.54
H -1.15 2.87 -2.79
S 0.00 2.31 0.00
H -3.71 1.50 1.54
N 0.00 -1.48 -1.26
N 2.37 0.00 -1.34
C 0.00 -3.94 -1.51
C -5.65 -0.85 -0.86
C 0.00 -2.81 -0.68
S 0.68 4.46 -2.74
H 2.30 -0.87 0.47
C -2.05 0.00 0.00
H 2.00 0.87 -1.79
H -0.91 3.67 -4.34
N 1.95 0.00 0.00
C 0.05 4.05 -0.08
H -3.71 -1.50 -1.54
H 0.00 -6.37 0.87
H 0.00 -6.10 -1.59
H -1.72 4.54 -3.03
H -0.91 0.63 -2.75
C 0.00 0.09 -3.09
S 0.00 -1.48 1.71
H 0.00 -2.32 -4.54
C -4.25 0.85 0.86
S -0.30 4.81 1.48
C 0.00 -2.47 -3.46
H 0.00 -1.67 0.00
C -4.25 -0.85 -0.86
Tc 0.00 0.00 0.00
H 0.00 0.07 -4.20
C -0.93 3.83 -3.26
C 0.00 -5.38 0.44
H 0.91 0.63 -2.75
C 0.00 -4.26 1.28
H -6.19 1.51 1.54
H 3.42 0.03 -1.36
S -0.32 7.78 1.98
H 2.31 0.86 0.48
C -0.12 6.47 0.97
C -6.35 0.00 0.00
*
```



3.
Computed, not measured: C21H22AuN7S as an isolated structure, with wB97M-V/def2-TZVPD.

Output
HOMO level   -5.9 eV
E   -1730.5058 Eh
HOMO-LUMO gap   6.4 eV

The geometry in ORCA input format:
```
! RIJCOSX wB97M-V def2-TZVPD def2/J DEFGRID3
* xyz 0 1
C -0.01 -0.12 -1.43
H -6.19 -1.09 0.21
H 1.40 2.26 3.48
H 4.58 -2.42 1.68
H -6.43 0.11 1.56
C -3.51 0.27 1.69
Au 0.59 2.14 0.48
C 2.26 2.15 -3.30
H -1.40 -1.85 -1.14
C 1.32 -1.96 -3.19
C 0.46 1.76 3.39
S 2.11 -1.08 1.42
H 0.18 0.72 5.29
C -4.13 0.16 -0.62
H 1.84 -3.94 -3.89
H -0.22 -3.31 -2.51
C 0.21 -2.33 -2.43
C -2.86 0.43 -1.01
N -0.54 0.73 -0.51
C -1.86 0.59 -0.08
H -4.93 0.02 -1.35
H 3.46 -1.09 4.75
H 2.94 -2.59 -4.42
H -3.81 0.43 2.74
N 2.99 -0.76 3.91
C 2.46 3.48 -3.04
N 1.39 2.62 -1.27
H 1.37 -2.74 -5.20
C 1.91 -2.85 -4.22
C 1.15 0.27 -2.17
C -2.21 0.58 1.32
N -0.19 1.79 2.25
H 2.08 -0.30 3.97
H 1.68 4.70 -1.31
C 1.82 3.76 -1.82
C 3.20 -1.35 2.71
H -2.58 0.47 -2.06
N -1.31 0.86 2.37
N 4.26 -2.14 2.58
H 2.63 1.56 -4.14
H 2.69 -0.31 -3.52
H 2.95 4.20 -3.66
C -4.46 -0.02 0.73
C 1.78 -0.67 -3.02
C -5.76 -0.65 1.11
N 1.62 1.57 -2.23
H -2.14 -0.11 4.17
C -0.20 0.94 4.30
H 4.75 -2.47 3.42
C -1.33 0.47 3.72
C -0.46 -1.46 -1.57
H -5.58 -1.44 1.86
*
```



4.
Computed, not measured: a 4-piece molecular cluster, C21H22BClNO19P2 overall, with wB97M-V/def2-TZVPD.

Output
HOMO level   -5.2 eV
E   -3465.6836 Eh
HOMO-LUMO gap   4.5 eV

The geometry in ORCA input format:
```
! RIJCOSX wB97M-V def2-TZVPD def2/J DEFGRID3
* xyz -1 1
C -6.44 -2.23 -6.27
H 3.42 -0.85 4.83
H -7.62 -1.62 -4.97
O 5.32 4.29 1.18
O -2.98 -0.99 1.52
H -5.03 -2.53 -3.64
O -6.65 -1.67 -5.09
O 8.28 0.69 2.48
H 0.58 2.33 -1.71
O -4.02 -3.34 -8.60
H -8.46 -3.43 -8.89
O 6.29 -0.81 2.11
H -2.05 -0.72 1.48
C -5.22 -2.47 -6.76
O 1.71 1.30 1.24
O -5.93 -2.45 -1.84
H 2.96 3.96 -0.01
C 2.95 0.53 5.99
H 1.79 1.06 -1.57
H 2.31 2.49 5.47
P 6.91 0.68 1.97
C -4.56 -1.74 -0.05
H -5.36 -1.85 0.67
Cl 3.23 3.96 2.84
H 2.33 2.64 9.82
O 2.04 3.31 7.98
C -2.51 -1.51 -2.12
C 2.42 2.20 7.63
H -5.14 -4.00 -10.13
P 5.59 2.02 3.02
H 5.44 -0.82 1.66
B 4.55 3.14 1.73
N 6.10 3.98 0.09
C 1.00 1.58 -1.04
O 3.10 0.07 4.76
O -6.11 -3.95 -10.03
H 3.23 2.63 -1.13
H 0.24 0.85 -0.75
H -1.71 -1.41 -2.83
C -4.84 -2.07 -1.43
C 1.57 2.27 0.20
O 3.62 -1.58 6.75
O -8.76 -2.36 -6.49
H 3.42 -0.73 9.24
O 2.63 1.72 9.95
H 4.61 1.11 3.42
C -6.33 -3.42 -8.84
C 2.77 1.23 8.72
C -7.70 -2.59 -7.03
H -4.32 -2.21 -6.22
H 0.83 1.05 1.52
C 2.98 2.87 -0.09
O -4.08 -2.28 -3.68
C 3.17 -0.02 8.46
H 0.89 3.06 0.53
C 2.54 1.78 6.25
C 3.28 -0.46 7.08
C -3.73 -1.94 -2.45
O 5.83 4.65 -0.84
O 3.99 2.31 0.71
O 6.89 0.94 0.38
O -1.16 -0.75 -0.34
C -3.33 -1.31 0.28
C -2.23 -1.16 -0.73
C -7.56 -3.19 -8.34
H 7.80 0.80 0.09
C -5.08 -3.08 -8.07
*
```